DFT (the ωB97M-V functional and the def2-TZVPD basis) results for a molecular structure, C16H42ClIP3Tl.

- E_HOMO (spin up / spin down) (Ha) = -0.5480 / -0.5270
- LUMO (spin up / spin down) (eV) = -9.412 / -9.610
- net charge = +2
- ΔE to the lowest compared entry with this formula, charge and spin (eV) = 0.255

```
64
Properties=species:S:1:pos:R:3:mulliken_charge:R:1
C -2.1772 0.0393 -0.7365 -1.3665
I 2.8457 0.0314 1.3354 0.0704
H -1.9375 0.0568 -1.8173 0.5018
H -2.7336 0.9362 -0.4332 0.4081
H -2.6860 -0.8948 -0.4558 0.4212
Tl -0.0170 0.0012 0.0216 1.2879
P 0.2205 2.5786 -0.1889 0.4208
C -0.1498 3.4302 1.3755 -0.8848
C 1.9218 3.0583 -0.6529 -1.0889
H 1.9169 4.0968 -1.0109 0.4619
H -0.6929 4.3303 -1.5664 0.4992
H 2.2411 2.3716 -1.4484 0.3449
H -0.7449 2.7266 -2.3923 0.3465
H 0.5553 3.0712 2.1390 0.0709
H 2.5874 2.9332 0.2107 0.3606
C -0.9108 3.2609 -1.4470 -1.1710
H -0.0552 4.5180 1.2582 0.6188
H -1.9524 3.1179 -1.1285 0.3142
H -1.1774 3.1790 1.6812 0.2299
P 0.1347 -2.5853 -0.1655 0.3814
C -0.2716 -3.3985 1.4098 -0.9039
C -1.0029 -3.2548 -1.4236 -1.1840
H 2.1667 -2.4317 -1.4141 0.3521
H 1.7981 -4.1482 -0.9821 0.4569
H 2.4957 -3.0068 0.2441 0.3672
C 1.8266 -3.1111 -0.6199 -1.1210
H -0.8460 -2.7072 -2.3628 0.3476
H -0.7848 -4.3221 -1.5620 0.4975
H -0.2277 -4.4902 1.2973 0.6501
H -1.2868 -3.1001 1.7172 0.2115
H -2.0423 -3.1198 -1.0945 0.3312
H 0.4469 -3.0703 2.1728 0.0252
Cl 0.8343 -0.0197 -2.4411 -0.4815
C 1.3476 -1.7493 4.3046 -1.2744
C -0.1796 -1.5836 4.3345 0.4482
C -0.6748 -1.5022 5.7812 -1.8344
P -0.6851 -0.1777 3.2004 0.6214
C -2.4966 -0.3967 2.7870 1.7546
C -3.3162 -1.2093 3.7873 -1.7687
C -3.2229 0.8939 2.3870 -1.2690
C -0.5142 1.4031 4.1644 0.9099
C -1.3602 1.5696 5.4248 -1.5412
C 0.9771 1.6460 4.4597 -1.4824
H 1.8471 -0.9575 4.8795 0.2530
H 1.7579 -1.7124 3.2872 0.0594
H 1.6110 -2.7142 4.7601 0.4823
H -0.6389 -2.4778 3.8702 0.4537
H -0.0675 -0.8118 6.3713 0.3655
H -1.7376 -1.2456 5.8635 0.3654
H -0.5530 -2.4941 6.2409 0.4643
H -2.3765 -0.9923 1.8600 -0.5387
H -3.4734 -0.6697 4.7307 0.2694
H -4.3134 -1.3842 3.3624 0.5064
H -2.8854 -2.1889 3.9999 0.3893
H -2.6866 1.4496 1.6170 -0.0717
H -4.2020 0.6191 1.9754 0.4926
H -3.4041 1.5656 3.2359 0.3277
H -0.8388 2.1671 3.4356 -0.1947
H -0.9844 0.9554 6.2413 0.2796
H -1.2885 2.6136 5.7582 0.4556
H -2.4252 1.3578 5.2645 0.2869
H 1.5974 1.4709 3.5750 0.2283
H 1.1167 2.6826 4.7843 0.4782
H 1.3420 1.0001 5.2710 0.3077
```

***

DFT (the ωB97M-V functional and the def2-TZVPD basis) results for 2 unconnected molecules or ions with the total composition C20H23.

- E_HOMO (Ha) = -0.4120
- LUMO (eV) = -5.450
- net charge = +1
- ΔE to the lowest compared entry with this formula, charge and spin (eV) = 0.684

```
43
Properties=species:S:1:pos:R:3:nbo_charge:R:1
C -0.6933 -3.1049 1.7484 -0.6486
C 0.6165 -2.3553 1.7457 0.0090
C 0.5835 -0.9943 1.6672 -0.4279
C 1.8632 -3.0841 1.8317 -0.2395
C 3.0831 -2.4905 1.8535 -0.3264
H -0.5304 -4.1897 1.7752 0.2236
H -1.2988 -2.8403 2.6280 0.2385
H -1.2905 -2.8597 0.8578 0.2229
H 1.4878 -0.3996 1.7620 0.1938
H -0.3803 -0.4911 1.6331 0.2008
H 1.7704 -4.1795 1.8804 0.2185
H 3.9947 -3.0849 1.9289 0.2172
H 3.1917 -1.4087 1.8625 0.1817
C -3.4958 -2.7036 -3.1048 -0.6520
C -2.4330 -1.8762 -2.4480 0.0784
C -1.0890 -2.2496 -2.5853 -0.2305
C -0.0866 -1.4975 -2.0090 -0.0895
C -0.3856 -0.3282 -1.2495 -0.1942
C 0.7103 0.3745 -0.6736 0.1326
C 0.7857 1.7371 -0.2967 -0.1172
C 2.0419 2.2080 0.2021 -0.0935
C 2.1602 3.4587 0.7742 -0.2403
C 1.0452 4.3035 0.8772 0.1240
C 1.1938 5.6155 1.5836 -0.6563
C -0.1706 3.9022 0.3040 -0.2376
C -0.2907 2.6785 -0.3431 -0.1038
C -1.7583 -0.0202 -1.0310 -0.1351
C -2.7527 -0.7612 -1.6578 -0.1764
H -4.4750 -2.2230 -3.0097 0.2305
H -3.2733 -2.8468 -4.1701 0.2439
H -3.5627 -3.7040 -2.6546 0.2468
H -0.8475 -3.1488 -3.1560 0.2367
H 0.9646 -1.7807 -2.1201 0.2277
H 1.6560 -0.1705 -0.6473 0.2302
H 2.9040 1.5382 0.1372 0.2254
H 3.1173 3.8005 1.1712 0.2384
H 0.2194 6.0882 1.7428 0.2331
H 1.6811 5.4904 2.5598 0.2463
H 1.8219 6.2989 0.9964 0.2524
H -1.0341 4.5732 0.3654 0.2381
H -1.2089 2.4361 -0.8737 0.2290
H -2.0323 0.7766 -0.3369 0.2225
H -3.8030 -0.4873 -1.5210 0.2270
```

***

DFT (the ωB97M-V functional and the def2-TZVPD basis) results for a single C8H22FNOP2 molecule.

- E_HOMO (Ha) = -0.2642
- LUMO (eV) = 0.746
- structure (SMILES) = CC[C@@H](F)[PH](N)(CC(C)C)P(C)O
- ΔE to the lowest compared entry with this formula, charge and spin (eV) = 1.104

```
35
Properties=species:S:1:pos:R:3:nbo_charge:R:1
C 0.2285 2.5997 2.9034 -0.6109
C 0.8781 1.7847 1.7321 -0.4504
C 0.2973 2.1234 0.3293 -0.0459
F 0.8378 3.2880 -0.2264 -0.3700
P 0.3419 0.6645 -0.9276 1.0803
N 1.9833 0.2864 -0.3427 -1.2082
C -0.4035 -0.9599 -0.3701 -0.7243
C 0.5369 -1.9747 0.3661 -0.2233
C 1.4755 -2.7924 -0.5990 -0.6217
C -0.4394 -3.0499 1.0477 -0.6105
P -1.5494 1.4767 -1.7914 0.6573
C -2.9750 0.2688 -1.6790 -0.9516
O -1.2609 1.5805 -3.4876 -0.9784
H 0.7606 2.3508 3.8508 0.2138
H -0.8353 2.2985 3.0398 0.2020
H 0.3277 3.6832 2.6900 0.2146
H 0.8540 0.7088 1.9926 0.2259
H 1.9602 2.0680 1.7154 0.2166
H -0.7885 2.3411 0.4828 0.1840
H 0.9097 0.7875 -2.2636 -0.0750
H 2.4126 -0.2907 -1.0737 0.3604
H 2.5860 1.1136 -0.3307 0.3719
H -0.7977 -1.4927 -1.2665 0.2467
H -1.2164 -0.7122 0.3521 0.2406
H 1.0853 -1.5403 1.2270 0.2267
H 2.5168 -2.7767 -0.2149 0.2233
H 1.5004 -2.3175 -1.6129 0.1971
H 1.1664 -3.8452 -0.7370 0.2125
H -0.0800 -3.2497 2.0825 0.2141
H -1.4701 -2.6327 1.1794 0.1968
H -0.5581 -3.9678 0.4414 0.2053
H -2.8010 -0.7149 -2.1752 0.2197
H -3.1968 0.1200 -0.5955 0.2317
H -3.8765 0.7660 -2.1077 0.2454
H -0.4106 2.0067 -3.6308 0.4837
```

***

DFT (the ωB97M-V functional and the def2-TZVPD basis) results for 2 unconnected molecules or ions with the total composition C3H7OS.

- E_HOMO (Ha) = -0.0886
- LUMO (eV) = 3.912
- net charge = -1
- ΔE to the lowest compared entry with this formula, charge and spin (eV) = 0.869

```
12
Properties=species:S:1:pos:R:3:nbo_charge:R:1
C -1.8029 -0.9582 -1.0121 -0.7393
S -2.0918 0.1584 0.4261 -0.7386
H -1.6427 -2.0108 -0.7313 0.1622
H -0.8835 -0.7465 -1.5569 0.1637
H -2.7215 -0.9682 -1.6005 0.1831
O 3.0758 0.7554 -0.5880 -0.5724
C 1.9806 0.3867 -0.2400 0.4606
C 1.5099 -0.0377 1.1039 -0.7667
H 1.2852 0.1722 -1.0598 0.1036
H 2.1892 0.3783 1.8476 0.2016
H 0.4762 0.3624 1.1856 0.3025
H 1.4314 -1.1093 1.2585 0.2398
```

***

DFT (the ωB97M-V functional and the def2-TZVPD basis) results for a molecular structure, C12H35N3O5Ti2.

- E_HOMO (spin up / spin down) (Ha) = -0.2579 / -0.4163
- LUMO (spin up / spin down) (eV) = -2.271 / -8.528
- net charge = +1
- 2S+1 = 8

```
57
Properties=species:S:1:pos:R:3:lowdin_spin:R:1
Ti 11.4192 15.8785 -15.0987 2.8599
Ti 10.6817 16.5508 -12.3543 2.3988
O 9.9894 14.8157 -13.5928 0.1752
H 9.0597 14.7447 -13.8848 0.0184
O 11.6964 17.7842 -13.8840 0.1967
H 12.1524 18.6369 -14.0240 0.0087
C 12.0252 16.4475 -7.9984 0.0016
C 11.2846 16.5246 -9.3712 0.0074
C 10.3421 17.7446 -9.5335 0.0123
O 9.5218 17.6259 -10.7478 0.0654
C 8.5356 18.6682 -10.7191 0.0211
N 12.2304 16.3602 -10.4944 0.0338
H 12.4747 17.3698 -7.6303 0.0003
H 12.8866 15.7834 -8.0692 0.0001
H 11.4137 16.1915 -7.1332 0.0004
H 10.7009 15.6053 -9.3221 0.0012
H 10.7447 18.7462 -9.3830 0.0011
H 9.6904 17.7141 -8.6602 0.0012
H 7.7854 18.5853 -9.9327 0.0007
H 8.0577 18.6713 -11.6987 0.0083
H 8.8863 19.6966 -10.8056 0.0009
H 12.9448 17.0741 -10.5014 0.0039
H 12.7475 15.5078 -10.3326 0.0038
C 7.5361 12.8747 -11.5920 0.0019
C 8.6581 13.0624 -10.5834 0.0018
C 8.6188 12.0182 -9.4217 0.0005
O 7.2916 11.8731 -8.9732 0.0001
C 7.3055 11.0792 -7.7507 0.0000
N 9.9270 13.0792 -11.2609 0.0078
H 7.5589 11.9812 -12.2160 0.0002
H 7.5905 13.5748 -12.4257 0.0015
H 6.5593 12.8676 -11.1082 0.0001
H 8.7508 14.0134 -10.0590 0.0007
H 9.2235 12.4316 -8.6144 0.0000
H 9.0211 11.0904 -9.8284 0.0001
H 7.1995 11.6223 -6.8115 0.0000
H 8.1425 10.4567 -7.4344 0.0000
H 6.5198 10.3238 -7.7507 0.0000
H 9.8521 12.3705 -11.9765 0.0009
H 10.0280 13.8224 -11.9374 0.0063
C 7.2039 19.7876 -15.9420 0.0196
C 8.1057 19.0890 -14.8661 0.0712
C 7.7494 17.6406 -14.5200 0.1465
O 6.3389 17.4733 -14.1783 0.5249
C 6.0916 16.3405 -13.3400 0.0565
N 9.4016 19.0068 -15.4831 0.0988
H 7.2355 19.3097 -16.9211 0.0020
H 7.5725 20.7980 -16.1193 0.0008
H 6.2067 19.8341 -15.5044 0.0013
H 8.0030 19.6359 -13.9288 0.0281
H 8.3730 17.2092 -13.7370 0.0577
H 7.7742 16.9689 -15.3781 0.0720
H 6.7066 16.3325 -12.4401 0.0251
H 6.3809 15.4174 -13.8424 0.0284
H 5.0605 16.2970 -12.9892 0.0001
H 9.7171 19.9640 -15.5492 0.0050
H 9.9927 18.5476 -14.8050 0.0190
```

***

DFT (the ωB97M-V functional and the def2-TZVPD basis) results for a molecular structure, C2H8NO2.

- E_HOMO (Ha) = -0.1244
- LUMO (eV) = 4.244
- net charge = -1
- ΔE to the lowest compared entry with this formula, charge and spin (eV) = 2.879

```
13
Properties=species:S:1:pos:R:3:nbo_charge:R:1
C -0.1467 -0.2235 0.1908 -0.0605
O 0.2665 -1.3404 -0.5478 -0.7976
C 1.0905 0.6233 0.6025 -0.3728
N 0.8896 1.9521 1.3472 -0.8296
H -0.7759 0.4050 -0.4789 0.1815
H -0.7305 -0.5231 1.0650 0.1261
H 1.8748 -0.0405 0.9763 0.1919
H 1.4856 0.8693 -0.3596 0.1955
H -0.0834 2.1839 1.1117 0.3324
H 0.7776 0.9287 1.8666 0.4035
H -2.2184 -1.8068 -2.7317 0.4131
H -0.5139 -1.5308 -1.1658 0.5355
O -1.9155 -1.4971 -1.8764 -1.3191
```